[1]
{
  "formula": "C5H10O",
  "method": "ωB97M-V with the def2-TZVPD basis set",
  "elements": ["C", "C", "C", "O", "C", "C", "H", "H", "H", "H", "H", "H", "H", "H", "H", "H"],
  "xyz": [[1.619, 0.237, -0.977], [0.912, 1.014, 0.147], [0.143, 0.097, 1.035], [-1.130, 0.329, 1.536], [-0.818, -0.803, 0.455], [-1.822, -0.547, -0.616], [2.195, -0.622, -0.609], [2.312, 0.896, -1.506], [0.905, -0.148, -1.718], [1.633, 1.539, 0.772], [0.211, 1.736, -0.277], [0.725, -0.392, 1.823], [-0.549, -1.870, 0.569], [-1.938, 0.528, -0.737], [-2.764, -0.939, -0.211], [-1.637, -1.054, -1.569]],
  "forces_ev_per_angstrom": [[0.04, 0.08, -0.02], [0.07, 0.45, 0.06], [1.14, -0.15, -0.56], [-0.40, -1.91, -0.29], [-0.51, 0.18, 0.47], [-0.05, 0.19, -0.13], [-0.12, 0.23, 0.08], [-0.03, -0.09, 0.02], [0.07, 0.11, 0.24], [0.13, 0.31, -0.23], [0.15, 0.14, -0.04], [0.48, -0.01, -0.33], [-1.09, 0.34, 1.20], [-0.07, -0.07, -0.33], [0.04, 0.12, -0.26], [0.17, 0.09, 0.13]],
  "smiles": "CC[C@H]1O[C@H]1C",
  "multiplicity": 1,
  "e_lumo_ev": 1.08,
  "e_above_lowest_ev": 2.208,
  "total_charge": 0
}

---

[2]
{
  "formula": "C2H12NO2S2",
  "method": "ωB97M-V with the def2-TZVPD basis set",
  "elements": ["N", "C", "C", "S", "S", "H", "H", "H", "H", "H", "H", "H", "H", "H", "H", "O", "H", "H", "O"],
  "xyz": [[1.991, 0.323, -0.878], [1.292, -0.799, -0.224], [-0.221, -0.481, -0.214], [-1.075, -1.454, 1.079], [-3.006, -0.876, 0.798], [2.052, 1.139, -0.225], [2.503, 2.126, -4.006], [2.947, 0.092, -1.162], [1.555, -0.928, 0.821], [1.473, -1.753, -0.719], [-0.311, 0.587, 0.011], [-0.703, -0.699, -1.172], [-3.074, 0.352, 1.363], [2.085, 1.868, 1.948], [2.265, 2.673, 0.677], [1.590, 2.243, 1.191], [1.835, 2.802, -2.890], [1.593, 0.679, -1.759], [2.305, 1.987, -3.068]],
  "forces_ev_per_angstrom": [[1.17, 0.47, -0.07], [-2.01, -0.81, 0.17], [0.20, 0.08, -0.20], [0.24, 0.46, 0.06], [-0.36, -0.06, -0.28], [-0.44, -0.67, -0.16], [0.22, -0.52, 0.04], [0.01, -0.12, 0.21], [0.75, 0.40, 0.03], [0.26, 0.28, -0.23], [-0.26, -0.15, 0.05], [0.17, 0.11, 0.06], [0.37, -0.22, 0.13], [-0.47, 0.36, -0.24], [0.52, 1.05, -0.03], [0.26, -1.02, 0.39], [-0.28, 0.40, 0.39], [-0.31, -0.23, 0.05], [-0.05, 0.18, -0.38]],
  "multiplicity": 1,
  "e_lumo_ev": -3.46,
  "e_above_lowest_ev": 0.406,
  "total_charge": 1
}

---

[3]
{
  "formula": "Ca2H8N3O13",
  "method": "ωB97M-V with the def2-TZVPD basis set",
  "elements": ["Ca", "Ca", "N", "O", "O", "O", "N", "O", "O", "O", "N", "O", "O", "O", "O", "H", "H", "O", "H", "H", "O", "H", "H", "O", "H", "H"],
  "xyz": [[-9.734, -6.863, -13.447], [-12.804, -4.938, -9.478], [-12.200, -7.836, -11.101], [-11.413, -7.525, -11.982], [-13.059, -6.943, -10.673], [-12.235, -8.938, -10.614], [-8.485, -9.806, -11.632], [-8.504, -9.804, -10.399], [-7.774, -10.514, -12.304], [-9.249, -8.911, -12.191], [-12.642, -5.461, -14.872], [-13.653, -6.042, -14.473], [-11.603, -5.434, -14.052], [-12.549, -4.889, -15.947], [-15.230, -9.020, -9.678], [-14.544, -8.400, -9.950], [-15.342, -8.897, -8.730], [-12.701, -4.520, -11.832], [-13.090, -5.370, -12.128], [-12.257, -4.187, -12.632], [-10.610, -9.863, -8.167], [-11.476, -9.975, -7.762], [-10.777, -9.848, -9.116], [-12.915, -11.643, -11.413], [-12.459, -10.874, -11.053], [-13.377, -11.320, -12.192]],
  "forces_ev_per_angstrom": [[-1.01, -1.58, 0.69], [-0.13, -1.12, -1.92], [0.08, -1.43, 0.61], [-0.20, 1.10, -0.34], [0.24, 1.12, 0.92], [-0.21, 0.83, -0.14], [0.74, 0.58, 1.41], [-0.16, -0.31, -0.50], [-0.23, -0.10, -0.42], [-0.33, 1.52, -1.58], [-0.81, 0.13, -1.09], [0.77, 0.41, 0.13], [1.25, -0.31, 0.20], [0.12, -0.58, 1.04], [-0.07, 0.28, 0.00], [-0.02, -0.19, 0.08], [0.00, -0.12, -0.02], [-0.37, 0.00, 1.23], [0.26, 0.13, -0.29], [0.04, -0.13, 0.01], [-0.26, 0.40, 0.14], [0.04, -0.19, -0.05], [0.29, -0.17, -0.01], [0.08, 0.02, 0.04], [-0.11, -0.26, -0.18], [-0.02, -0.03, 0.03]],
  "multiplicity": 1,
  "e_lumo_ev": -6.83,
  "e_above_lowest_ev": 5.024,
  "total_charge": 1
}

---

[4]
{
  "formula": "C46H34N4O3PRhS2Si",
  "method": "ωB97M-V with the def2-TZVPD basis set",
  "elements": ["Rh", "O", "C", "C", "C", "C", "C", "C", "C", "P", "C", "C", "C", "C", "C", "C", "C", "C", "C", "C", "C", "C", "H", "H", "H", "H", "H", "H", "H", "H", "H", "H", "H", "H", "H", "H", "S", "C", "S", "C", "C", "N", "C", "N", "C", "C", "C", "C", "C", "C", "Si", "C", "C", "C", "C", "C", "C", "C", "C", "C", "C", "C", "C", "H", "H", "H", "H", "H", "H", "H", "H", "H", "H", "H", "H", "H", "H", "H", "C", "N", "C", "C", "C", "O", "N", "C", "O", "H", "H", "H", "H", "H"],
  "xyz": [[-1.486, -0.335, 1.669], [-0.018, -0.554, -0.824], [0.880, 0.422, -1.023], [2.147, 0.507, -1.679], [3.027, -0.296, -2.418], [4.122, 0.322, -3.011], [4.354, 1.684, -2.878], [3.523, 2.471, -2.062], [2.458, 1.879, -1.438], [0.985, 2.046, -0.258], [0.323, 3.658, -0.860], [1.239, 4.702, -0.715], [0.836, 6.018, -0.858], [-0.487, 6.305, -1.175], [-1.392, 5.270, -1.357], [-0.994, 3.949, -1.195], [1.740, 2.277, 1.326], [0.371, 1.219, 3.280], [1.456, 1.380, 4.315], [2.787, 1.505, 4.132], [3.538, 1.621, 2.920], [3.032, 1.889, 1.670], [2.888, -1.359, -2.529], [4.807, -0.271, -3.607], [5.202, 2.140, -3.377], [3.752, 3.523, -1.925], [2.260, 4.454, -0.452], [1.541, 6.826, -0.698], [-0.814, 7.334, -1.265], [-2.423, 5.496, -1.602], [-1.709, 3.142, -1.301], [-0.582, 1.440, 3.799], [1.099, 1.297, 5.338], [3.398, 1.483, 5.035], [4.609, 1.457, 2.994], [3.730, 1.844, 0.835], [-3.408, -0.222, 3.356], [-3.610, -1.893, 3.051], [-2.364, -2.595, 2.084], [-4.689, -2.634, 3.531], [-5.739, -2.051, 4.281], [-6.632, -1.625, 4.879], [-4.843, -4.021, 3.291], [-5.030, -5.152, 3.143], [0.338, -4.978, 2.287], [0.632, -3.629, 2.418], [0.474, -2.768, 1.342], [0.024, -3.252, 0.111], [-0.289, -4.609, 0.002], [-0.132, -5.469, 1.076], [-0.242, -2.099, -1.345], [-1.955, -2.302, -2.113], [-2.994, -1.387, -1.942], [-4.266, -1.653, -2.425], [-4.528, -2.848, -3.076], [-3.499, -3.756, -3.290], [-2.225, -3.473, -2.825], [0.882, -2.571, -2.792], [1.650, -3.735, -2.782], [2.465, -4.065, -3.856], [2.536, -3.220, -4.954], [1.770, -2.062, -4.986], [0.944, -1.750, -3.919], [0.450, -5.646, 3.132], [0.973, -3.238, 3.368], [0.670, -1.708, 1.477], [-0.682, -4.995, -0.933], [-0.388, -6.517, 0.972], [-2.809, -0.452, -1.430], [-5.057, -0.929, -2.272], [-5.531, -3.076, -3.414], [-3.690, -4.688, -3.808], [-1.417, -4.173, -3.019], [1.615, -4.384, -1.913], [3.049, -4.978, -3.833], [3.181, -3.469, -5.788], [1.825, -1.401, -5.843], [0.347, -0.844, -3.948], [0.900, 4.471, 3.289], [-0.006, 3.590, 2.589], [-1.348, 3.709, 2.705], [-2.228, 2.859, 2.119], [-1.733, 1.897, 1.142], [-2.459, 1.316, 0.286], [-0.378, 1.889, 1.008], [0.466, 2.277, 2.121], [0.335, -0.041, 2.719], [0.643, 5.515, 3.086], [1.906, 4.274, 2.922], [0.889, 4.305, 4.371], [-1.698, 4.562, 3.278], [-3.293, 2.951, 2.262]],
  "forces_ev_per_angstrom": [[0.15, -0.78, 0.94], [0.35, 0.50, -0.07], [-0.08, -0.16, -0.16], [0.04, 0.08, -0.13], [0.25, -0.10, 0.11], [0.01, 0.00, -0.04], [0.01, 0.15, 0.08], [0.15, 0.01, 0.03], [-0.34, -0.33, -0.11], [0.41, 0.72, 1.00], [0.05, -0.06, 0.03], [-0.12, -0.06, -0.15], [0.02, 0.04, -0.02], [-0.03, 0.01, 0.02], [-0.07, 0.08, -0.07], [0.12, -0.20, -0.04], [-0.23, -0.27, -0.57], [-0.01, 0.45, 0.06], [-0.16, 0.06, 0.06], [-0.13, -0.05, 0.06], [0.34, 0.01, -0.30], [0.05, 0.29, 0.25], [0.11, 0.11, 0.05], [-0.02, -0.05, 0.02], [0.01, -0.03, -0.01], [-0.02, 0.00, 0.02], [-0.01, 0.10, 0.13], [0.02, -0.02, -0.04], [0.00, 0.00, -0.02], [0.00, -0.04, 0.01], [-0.06, 0.00, 0.07], [0.04, -0.08, -0.07], [0.07, 0.01, 0.03], [-0.06, 0.00, 0.04], [-0.03, -0.02, 0.01], [0.04, -0.03, 0.05], [0.00, 0.21, -0.04], [-0.11, 0.08, 0.07], [-0.35, 0.27, -0.23], [0.15, 0.07, -0.04], [-0.22, 0.22, 0.16], [0.07, -0.01, 0.00], [0.02, -0.33, -0.07], [0.05, 0.05, -0.03], [0.06, 0.08, -0.06], [0.24, -0.19, 0.12], [0.34, 0.02, -0.33], [0.01, 0.24, -0.26], [0.00, -0.04, -0.07], [0.04, -0.04, -0.04], [-0.32, -1.08, -0.30], [0.11, 0.21, 0.26], [0.12, 0.11, 0.06], [-0.04, 0.00, -0.01], [-0.04, -0.01, -0.04], [0.03, -0.05, -0.01], [0.13, -0.02, 0.03], [-0.06, 0.04, 0.24], [-0.02, 0.05, 0.10], [0.03, 0.01, -0.04], [0.00, -0.06, -0.01], [-0.08, -0.01, -0.10], [-0.26, -0.13, -0.11], [-0.01, 0.03, 0.01], [-0.06, 0.09, -0.03], [0.23, -0.14, 0.08], [-0.02, -0.06, 0.02], [-0.03, 0.01, 0.01], [0.01, 0.08, 0.21], [-0.01, -0.02, 0.03], [0.00, 0.01, -0.03], [-0.01, 0.02, -0.01], [-0.08, -0.05, -0.01], [0.04, 0.00, 0.00], [0.02, 0.02, 0.01], [0.00, 0.02, 0.00], [0.00, 0.02, 0.01], [0.03, 0.02, -0.04], [-0.01, 0.08, 0.01], [-0.25, 0.01, 0.18], [0.24, 0.03, -0.10], [-0.22, -0.22, 0.06], [-0.06, 1.67, -0.63], [0.12, -0.25, 0.00], [-0.82, -0.45, -0.04], [0.47, -0.43, 0.30], [-0.40, -0.46, -0.50], [0.01, -0.02, -0.04], [0.01, 0.03, 0.00], [0.05, -0.04, -0.03], [-0.02, -0.02, 0.04], [0.00, 0.01, 0.00]],
  "multiplicity": 5,
  "e_lumo_ev": [3.89, 3.70],
  "e_above_lowest_ev": 3.913,
  "total_charge": -2
}

---

[5]
{
  "formula": "CO4S",
  "method": "ωB97M-V with the def2-TZVPD basis set",
  "elements": ["C", "O", "O", "O", "O", "S"],
  "xyz": [[-1.659, -0.102, -0.034], [0.847, 1.042, 0.080], [-1.207, -1.152, -0.059], [2.066, -1.071, 0.084], [-2.150, 0.931, -0.011], [2.103, 0.352, -0.059]],
  "forces_ev_per_angstrom": [[-0.17, -0.05, 0.02], [0.74, 0.05, -0.11], [0.73, -1.58, -0.05], [0.37, 0.15, -0.06], [-0.69, 1.59, 0.03], [-0.97, -0.16, 0.18]],
  "multiplicity": 1,
  "e_lumo_ev": -1.38,
  "e_above_lowest_ev": 0.013,
  "total_charge": 0
}

---

[6]
{
  "formula": "C9H22BBeBrCl2F7N4NaO4P",
  "method": "ωB97M-V with the def2-TZVPD basis set",
  "elements": ["C", "C", "C", "C", "N", "C", "C", "N", "F", "N", "P", "N", "H", "H", "H", "H", "H", "H", "H", "H", "H", "H", "H", "H", "H", "H", "H", "H", "H", "O", "H", "H", "C", "C", "O", "C", "O", "O", "F", "H", "H", "H", "B", "F", "F", "F", "F", "Cl", "Na", "Be", "Br", "Cl", "F"],
  "xyz": [[1.051, -3.767, 0.127], [-0.153, -2.934, 0.603], [-0.899, -2.178, -0.498], [-2.279, -1.787, 0.030], [-0.141, -1.006, -1.112], [0.599, -1.386, -2.330], [0.506, -0.249, -0.279], [-0.074, 0.107, 0.966], [-0.796, 1.288, 0.654], [1.696, 0.327, -0.479], [2.429, 1.258, 0.780], [3.075, 0.411, 1.902], [1.023, -3.958, -0.946], [1.079, -4.721, 0.653], [1.999, -3.266, 0.336], [-0.895, -3.612, 1.030], [0.174, -2.295, 1.432], [-1.031, -2.872, -1.332], [-2.902, -2.678, 0.009], [-2.791, -1.008, -0.524], [-2.223, -1.512, 1.095], [1.465, -2.007, -2.093], [-0.085, -1.868, -3.021], [0.974, -0.488, -2.820], [-0.799, -0.550, 1.239], [2.196, 0.192, -1.357], [3.330, 2.097, 0.106], [1.427, 2.090, 1.280], [3.087, -0.617, 1.898], [-4.517, 0.611, -0.007], [-3.969, 1.328, 0.338], [-5.246, 1.068, -0.436], [-3.181, 3.473, 3.622], [-2.627, 3.466, 2.214], [-2.441, 4.835, 1.943], [-2.219, 5.464, 3.143], [-1.777, 6.559, 3.242], [-2.553, 4.652, 4.156], [-3.510, 2.952, 1.305], [-4.280, 3.583, 3.632], [-2.921, 2.598, 4.208], [-1.675, 2.949, 2.095], [4.009, -1.953, -3.664], [3.253, -2.909, -2.964], [5.180, -1.683, -3.011], [4.160, -2.308, -4.997], [3.192, -0.713, -3.690], [6.568, 0.178, -5.244], [4.243, 0.747, -5.200], [3.513, 3.014, -2.007], [-2.755, -2.373, -2.604], [-6.024, 2.835, 4.737], [4.535, -1.383, 1.840]],
  "forces_ev_per_angstrom": [[0.17, 0.30, 0.11], [0.68, -0.40, -0.24], [-0.71, 0.14, 0.90], [0.16, 0.04, 0.78], [1.48, -1.62, 0.40], [0.06, 0.53, -0.46], [-0.48, 0.42, -0.12], [0.19, 0.14, 0.27], [-0.05, 0.00, 0.03], [-0.09, 0.89, -0.38], [0.15, -1.13, 0.34], [-0.26, 0.09, 0.70], [-0.08, -0.13, 0.05], [0.04, 0.00, -0.07], [0.00, -0.01, -0.08], [-0.07, 0.12, -0.05], [-0.14, 0.07, 0.02], [0.23, 0.27, 0.16], [-0.04, 0.07, 0.04], [0.07, 0.13, 0.16], [-0.11, 0.07, 0.04], [-0.10, -0.13, -0.04], [0.00, -0.13, 0.15], [-0.09, 0.00, -0.04], [-0.11, 0.07, -0.07], [-0.02, -0.27, 0.00], [-0.04, 0.05, -0.38], [-0.03, 0.24, -0.19], [0.68, -0.27, 0.29], [0.21, 0.12, -0.05], [-0.18, -0.14, 0.01], [-0.06, -0.08, 0.00], [-0.01, 0.03, -0.17], [-0.28, 0.12, 0.11], [0.29, -0.01, 0.01], [-0.13, 0.03, -0.09], [-0.03, 0.03, 0.01], [-0.01, -0.10, 0.07], [0.13, 0.18, 0.08], [0.22, -0.02, -0.03], [0.11, 0.10, 0.12], [-0.02, -0.15, -0.10], [-0.04, -0.36, -0.09], [-0.17, 0.11, 0.01], [-0.07, 0.05, 0.08], [0.00, 0.03, 0.06], [-0.10, 0.67, 0.12], [0.35, 0.42, -0.18], [-0.17, -0.63, 0.19], [0.12, 0.09, -0.25], [-0.98, -0.25, -2.08], [-0.18, -0.07, 0.05], [-0.47, 0.28, -0.26]],
  "multiplicity": 1,
  "e_lumo_ev": -4.89,
  "total_charge": -1
}

---

[7]
{
  "formula": "C17H26FeNO2",
  "method": "ωB97M-V with the def2-TZVPD basis set",
  "elements": ["C", "C", "C", "Fe", "C", "O", "C", "O", "C", "C", "C", "C", "C", "H", "H", "H", "H", "H", "H", "H", "H", "H", "H", "H", "C", "C", "C", "C", "C", "C", "C", "N", "H", "H", "H", "H", "H", "H", "H", "H", "H", "H", "H", "H", "H", "H", "H"],
  "xyz": [[-0.776, -1.764, -1.160], [-0.555, -1.001, 0.187], [0.256, 0.213, -0.052], [3.122, 0.575, -2.815], [2.895, 2.091, -1.775], [2.523, 3.069, -1.279], [1.551, 0.839, -3.711], [0.498, 1.153, -4.109], [4.638, -0.138, -1.734], [5.035, 0.008, -3.104], [4.119, -0.752, -3.912], [3.180, -1.401, -3.032], [3.502, -1.018, -1.682], [-1.502, -2.593, -1.067], [-1.116, -1.057, -1.952], [0.185, -2.191, -1.500], [-0.091, -1.624, 0.973], [0.519, 0.406, -1.084], [1.029, 0.371, 0.692], [5.165, 0.296, -0.890], [5.902, 0.566, -3.462], [4.200, -0.867, -4.994], [2.398, -2.100, -3.337], [3.024, -1.376, -0.769], [-2.155, 2.421, 3.132], [-1.404, 1.563, 2.099], [-1.168, 2.413, 0.864], [-2.239, 0.302, 1.829], [-2.509, -0.547, 3.059], [-2.919, -1.938, 2.560], [-2.522, -2.045, 1.089], [-1.898, -0.717, 0.705], [-3.142, 2.715, 2.741], [-2.319, 1.891, 4.075], [-1.611, 3.347, 3.360], [-0.429, 1.270, 2.527], [-2.114, 2.696, 0.383], [-0.647, 3.339, 1.143], [-0.533, 1.862, 0.136], [-3.209, 0.676, 1.466], [-1.634, -0.586, 3.727], [-3.323, -0.100, 3.645], [-2.415, -2.725, 3.141], [-4.004, -2.110, 2.654], [-1.774, -2.841, 0.959], [-3.348, -2.238, 0.393], [-2.386, -0.355, -0.121]],
  "forces_ev_per_angstrom": [[0.36, -0.14, 0.12], [0.99, -0.50, -0.75], [1.27, -1.10, -0.03], [-3.64, 4.13, -0.82], [-0.76, 3.81, 1.83], [0.69, -2.03, -0.86], [-4.23, 1.48, -2.29], [2.70, -1.06, 1.10], [2.09, -2.01, 0.51], [0.55, -0.81, 0.67], [0.87, -1.44, -0.33], [0.94, -1.72, -0.16], [1.32, -0.89, 0.17], [0.46, 0.46, -0.18], [0.14, -0.37, 0.58], [-0.45, 0.23, 0.18], [0.03, 0.11, -0.49], [-0.03, 0.31, 0.05], [-0.05, 0.50, -0.15], [-0.24, -0.10, -0.16], [-0.47, -0.08, 0.15], [-0.21, 0.02, 0.48], [0.31, 0.37, 0.11], [0.05, 0.28, -0.35], [-0.29, -0.17, 0.24], [0.49, -0.08, -0.03], [0.10, 0.27, -0.27], [-0.78, 0.31, 0.21], [-0.07, -0.13, 0.44], [-0.51, -0.49, 0.32], [-0.26, -0.29, 0.16], [-1.21, 0.47, -0.20], [0.23, -0.08, 0.05], [0.08, 0.14, -0.13], [-0.02, -0.33, -0.17], [-0.29, 0.03, -0.10], [0.15, -0.08, 0.04], [-0.09, -0.27, -0.15], [-0.47, 0.62, 0.21], [0.12, -0.11, 0.06], [-0.14, -0.03, -0.32], [0.33, -0.10, -0.20], [-0.27, 0.28, -0.22], [0.47, 0.16, 0.07], [-0.31, 0.48, -0.09], [0.13, 0.01, 0.39], [-0.06, -0.09, 0.29]],
  "multiplicity": 5,
  "e_lumo_ev": [-2.66, -3.96],
  "e_above_lowest_ev": 0.000,
  "total_charge": 1
}